No. 1
C4BF24O8P4Zr as an isolated structure. Source: the OMol25 dataset; level of theory: the ωB97M-V functional and the def2-TZVPD basis.

DFT total energy = -124867.939 eV
E_LUMO = -8.29 eV
Total charge = -1

Structure (XYZ):
```
42
Properties=species:S:1:pos:R:3:nbo_charge:R:1
F 3.5098 2.4319 -0.4027 -0.604
O -4.2003 3.6238 3.9887 -0.569
F 1.0550 -3.6709 1.6895 -0.617
P 5.1042 -1.8579 -4.6173 2.603
F 4.8242 4.3489 0.3844 -0.564
F 2.8977 -4.0822 0.9816 -0.509
O -8.2637 4.3035 2.3658 -0.422
P -2.2401 -1.1423 -3.4393 2.603
O -2.0381 1.7207 1.9075 -0.335
O -6.0030 1.9818 3.7880 -0.602
C -3.0024 2.3471 2.4592 0.694
O -6.0350 3.8628 2.3084 -0.604
F 6.3831 -2.8498 -4.7139 -0.566
F 5.1507 -1.6962 -3.0070 -0.541
O -8.2186 1.9113 4.3285 -0.425
C -2.9851 3.2525 3.7286 0.700
F -3.4480 -0.1941 -2.8086 -0.570
F 4.1839 -3.0913 -4.1416 -0.574
O -4.2135 2.2217 2.1220 -0.531
C -7.2853 3.6442 2.7151 0.690
P 1.8090 -5.1119 1.5456 2.590
F 4.8260 -1.9695 -6.1659 -0.551
C -7.2374 2.4066 3.7477 0.695
F -0.9201 -2.0194 -3.7743 -0.620
F -3.2112 -2.3311 -3.7088 -0.551
F 0.3915 -5.9343 1.6064 -0.543
F 3.4518 3.4126 1.8045 -0.580
F 2.3091 -5.2172 3.0725 -0.531
O -1.9735 3.4802 4.4091 -0.344
F 5.6983 2.2550 -0.1782 -0.571
B -5.1504 2.9507 3.0771 1.159
F 3.7510 -1.0578 -4.2448 -0.580
F -1.0811 -0.0624 -3.0556 -0.629
F 1.4933 -4.6272 -0.0308 -0.494
F 2.6043 -6.4802 1.0071 -0.550
F -2.2089 -0.5296 -4.9695 -0.566
F 4.1211 1.3064 1.1813 -0.600
F -1.8243 -1.6393 -1.9218 -0.634
Zr 1.7501 -1.1072 -0.9997 2.176
F 6.0157 -0.5689 -4.8444 -0.559
F 5.6249 2.9651 2.0204 -0.575
P 4.5853 2.8136 0.7853 2.601
```


No. 2
C27H46BrN3OP2Pt as an isolated structure. Source: the OMol25 dataset; level of theory: the ωB97M-V functional and the def2-TZVPD basis.

Spin multiplicity = 5
DFT total energy = -127085.779 eV
E_LUMO (spin up / spin down) = -13.61 / -15.46 eV
Total charge = +4

Structure (XYZ):
```
81
Properties=species:S:1:pos:R:3:lowdin_spin:R:1
C 0.9870 -0.3580 3.2357 0.005
C -2.3117 1.2414 -0.5192 0.015
H -2.0867 -2.1672 2.3326 0.001
H -2.1057 1.1264 3.5839 0.007
H 3.4410 1.7931 -3.6188 0.001
H -0.0105 -4.2841 0.5903 0.007
H 5.2835 -0.8885 -1.1495 0.002
H 0.2460 -3.0290 1.8091 0.000
N 0.9811 -0.4263 4.5957 0.004
C -0.2028 -0.4864 5.4078 0.001
C -1.2815 -1.9232 -2.9163 0.026
H 0.3517 4.9741 -1.2505 0.001
H -6.0311 -1.2381 1.7633 0.015
C 4.5741 -0.0580 -1.2313 0.009
C -1.8286 2.3427 -1.3607 0.171
H 3.1517 0.0647 -3.9910 0.001
C 3.1516 -0.5971 -1.1278 0.021
H 2.3263 1.3416 -4.9153 0.004
C -4.2867 -0.0882 1.2407 0.098
H -2.9053 -1.8296 -0.0897 0.004
C -1.2707 3.0885 -3.5949 0.054
C -0.3847 -2.7255 -1.9790 0.029
H -1.0978 -0.5400 4.7788 0.001
H -2.9902 0.5558 -1.0137 0.002
H 3.4866 4.0114 -0.4834 0.003
Pt -0.2338 0.1198 -0.5931 0.963
C -3.1916 0.6555 1.7582 0.000
H 2.9123 1.8486 0.5940 0.000
H 2.4889 -2.6423 1.1200 0.000
H -3.4852 -3.1500 1.8828 0.001
H -1.2090 -0.8349 -2.7302 0.012
H -1.0095 3.4950 0.2805 -0.001
H 2.9393 -1.3231 -1.9301 0.000
C 1.9483 -3.3885 0.5289 0.001
C -0.2548 4.1608 -1.6299 0.070
H 2.3142 -4.3678 0.8619 0.000
H 0.6766 -2.6425 -2.2540 0.000
C -0.2718 3.8411 -2.9848 0.177
H -0.1663 -1.3670 6.0629 0.000
H 2.5829 3.5967 -1.9411 0.002
C -2.2984 1.3648 0.8999 0.222
C -3.9128 -0.0113 3.9717 0.076
N 2.2606 -0.3164 2.7128 0.000
C 0.4510 -3.2982 0.7639 0.027
H 1.0152 2.0138 -2.9438 0.003
C -2.2182 -2.6338 0.2103 0.057
H 3.0330 -0.1872 3.3512 0.000
C -5.1510 -0.7154 2.1498 0.071
H 4.0812 2.7268 -1.5434 0.000
P 1.8576 0.6693 -1.2063 0.216
C 2.3578 2.1755 -0.3022 0.051
H -2.3366 -2.2084 -2.8190 0.001
H 1.8887 -0.4515 5.0415 0.000
C -2.9728 0.6345 3.1605 0.100
H -3.8184 0.0374 5.0576 0.016
H -2.7758 1.5878 -3.1529 0.000
H 4.7510 0.4316 -2.1938 0.000
H 3.0032 -1.1413 -0.1848 0.003
H 4.7988 0.6546 -0.4304 0.000
C -1.0459 3.3600 -0.7989 0.037
C 2.6891 1.0547 -3.9202 0.022
N -4.9506 -0.6747 3.4649 0.770
H 1.4294 2.6432 0.0629 0.009
H -1.3977 3.1058 -4.6748 0.000
H -0.9741 -2.0938 -3.9533 0.001
H -1.5131 1.9398 1.3564 0.008
Br 1.2920 4.3800 -4.0743 0.178
H 2.2215 -3.2788 -0.5267 0.000
H -1.8894 -3.9007 1.9783 0.000
H 2.3679 -0.0745 1.7385 0.001
C 3.1742 3.1728 -1.1193 0.017
C -2.0494 2.2989 -2.7504 0.026
H -0.6609 -3.7867 -1.9509 0.004
H -0.2722 0.4015 6.0539 0.000
C 1.5045 1.0347 -2.9585 0.051
H 0.7267 0.3275 -3.2941 0.011
H -2.4466 -3.5097 -0.4176 0.009
O -0.0370 -0.3768 2.5190 0.086
H -4.4759 -0.1586 0.1670 0.007
P -0.5136 -2.1124 -0.2516 0.209
C -2.4198 -2.9863 1.6842 0.003
```


No. 3
C20H30N4O2 in the gas phase. Source: the OMol25 dataset; level of theory: the ωB97M-V functional and the def2-TZVPD basis.

SMILES = CCCCc1nc2cc(/C=C/C(=O)NO)ccc2n1CCN(CC)CC
DFT total energy = -31281.553 eV
E_LUMO = 0.33 eV
Total charge = 0

Structure (XYZ):
```
56
Properties=species:S:1:pos:R:3:nbo_charge:R:1
H -3.0853 0.0786 -0.1770 0.200
H 4.6086 1.5082 0.6701 0.225
C 2.8650 0.2464 0.7622 -0.132
C -1.0686 -1.8543 1.0945 0.421
C 5.1993 -0.3934 0.1265 -0.324
H -2.5435 3.2130 1.4707 0.188
N -1.1123 -0.5254 1.4477 -0.373
H -2.3363 -3.1049 2.2060 0.234
C 2.0753 1.3290 1.2031 -0.177
C -2.5975 -3.6621 -1.1897 -0.389
H -0.9042 2.3705 -1.6652 0.202
N 0.1223 -2.2498 0.7495 -0.507
O 8.7831 -0.6085 -0.5646 -0.551
H -2.5539 -4.5913 -1.7621 0.204
N 7.4275 -0.9467 -0.4802 -0.315
H -3.1681 -2.1944 0.9430 0.208
H -1.3563 4.4886 -1.0327 0.206
C 6.5829 0.0338 -0.0640 0.591
H -1.3588 0.6808 -1.5336 0.199
C -2.2564 -2.7507 1.1723 -0.454
H -0.3815 3.9281 0.3285 0.213
H -0.6981 -2.8855 -1.8518 0.220
H -3.6423 -3.3373 -1.1736 0.186
H -2.7434 -4.7736 0.6340 0.205
C 4.2690 0.4905 0.5160 -0.082
H -1.8586 -1.6393 -1.4173 0.186
H 4.9796 -1.4340 -0.0555 0.199
H -1.5861 5.2016 0.5600 0.217
H 2.5539 2.2882 1.3368 0.211
H 0.1460 2.0487 1.8022 0.218
H -1.0937 -4.2764 0.2252 0.232
C 2.2828 -1.0066 0.5824 -0.183
H -2.0481 -2.5150 -2.9346 0.208
N -2.0453 1.8873 -0.0166 -0.472
H 7.2845 -1.9370 -0.3740 0.391
C -2.4218 3.2327 0.3828 -0.206
H -3.3933 3.5344 -0.0481 0.165
H 8.7601 0.3576 -0.3799 0.495
H -2.9824 -0.3747 2.3309 0.210
H -3.8962 1.2873 0.8295 0.188
C -1.7317 1.7029 -1.4197 -0.208
C -2.1357 -3.9579 0.2368 -0.394
H -3.7347 1.2987 -2.1632 0.201
C -2.2636 0.2569 1.8028 -0.211
C 0.9305 -1.1461 0.8429 0.164
C 0.1590 -0.0418 1.2795 0.116
C -1.7488 -2.6110 -1.8927 -0.607
C -1.3675 4.2759 0.0327 -0.620
H 2.8543 -1.8564 0.2489 0.213
H -1.9398 1.0548 2.4748 0.213
C 0.7309 1.2066 1.4687 -0.228
H -3.2156 2.9736 -2.3703 0.202
C -2.9156 0.8763 0.5505 -0.220
O 7.0139 1.1735 0.0660 -0.658
C -2.8863 1.9378 -2.4001 -0.637
H -2.5576 1.7119 -3.4109 0.218
```


No. 4
A 10-piece molecular cluster, C35H63N3O21 overall. Source: the OMol25 dataset; level of theory: the ωB97M-V functional and the def2-TZVPD basis.

SMILES = C[C@H]1COC(=O)O1.C[C@H]1COC(=O)O1.COC(=O)OC.COC(=O)OC.COC(=O)OC.COC(=O)OC.COC(=O)OC.CCCC#N.CCCC#N.CCCC#N
DFT total energy = -84774.561 eV
E_LUMO = 0.20 eV
Total charge = 0

Structure (XYZ):
```
122
Properties=species:S:1:pos:R:3:lowdin_charge:R:1
O 1.9167 -4.2078 3.8595 0.034
O 5.6977 2.5862 -3.3285 -0.008
N 0.5647 0.8182 -0.9535 0.207
H 5.1057 -1.3078 0.0595 0.118
H -3.2343 -1.8238 -1.1115 0.094
O 5.8467 0.8732 -1.5275 -0.067
C 0.2997 -0.2498 -0.5855 -0.185
O -0.4083 5.4852 -1.8195 0.011
H 0.9237 -2.1438 -0.3865 0.118
H 1.0407 -5.3448 2.1985 0.085
C 3.4807 -0.0718 -2.4285 -0.046
C 0.0097 -1.5808 -0.1025 -0.124
H 0.9937 0.4172 -5.7725 0.095
N 5.2627 0.4952 2.3625 0.161
C 2.6617 3.7372 -2.2025 0.056
H 3.3257 4.4622 -1.6815 0.118
H 2.4817 1.7992 3.4805 0.035
H 1.5677 2.5972 0.7915 0.056
O 2.5997 -2.3288 4.6055 0.027
H -5.1543 1.3732 -0.1845 0.103
H -0.5553 3.1502 -5.8265 0.144
H 2.7617 -0.5888 3.6695 0.068
H -0.3483 6.9402 -0.2945 0.116
C -7.2803 -3.5328 1.2755 0.000
H -2.3023 -0.2948 -0.7305 0.078
C 0.8837 -5.0088 3.2425 -0.019
H 7.8127 2.0542 -3.4055 0.088
H 1.7227 -0.5578 5.2335 0.110
C 0.2277 3.0902 -4.9865 -0.168
H -1.1993 -2.2728 -1.7825 0.117
H -7.1623 -2.6188 1.7495 0.061
H -2.8103 -4.9988 2.9535 0.079
O 0.9517 -2.3288 3.0015 -0.025
C -1.3893 2.4252 0.9285 -0.037
H 7.3507 2.7922 -1.9785 0.097
C 0.7547 5.0252 -1.4795 -0.546
H -4.5193 -1.4998 2.2005 0.071
C -5.0933 -4.1738 1.7225 -0.487
H -0.1653 -1.5188 1.0135 0.125
H 2.2177 1.0072 -4.5495 0.063
O 1.3337 4.4042 -2.3925 0.023
H 6.0237 -4.9218 1.4195 0.135
H -8.5213 -0.2778 -0.3095 0.159
H 0.9327 -0.2408 -4.1495 0.082
C -7.7523 0.5602 -0.2115 -0.145
C 4.3647 0.8912 1.7515 -0.202
H 2.9447 3.5102 -3.2375 0.070
H -7.9173 -3.4168 0.4605 0.075
N 2.5417 3.7122 -5.9755 0.165
C -2.8493 -4.7958 1.9145 -0.024
C 6.0287 -3.8958 2.0285 -0.024
H -6.9693 -0.5098 -1.8705 0.166
H -1.3983 -3.1908 -0.4055 0.080
H -7.7933 -4.1498 2.0285 0.118
C -4.6013 -0.5798 2.7665 -0.062
H 3.8187 1.6642 0.0555 0.091
O -5.2023 -3.7308 3.0595 -0.060
H 7.4487 3.7902 -3.5125 0.098
H -1.7113 5.8142 -0.3435 0.099
H 2.5017 -0.2398 -2.8665 0.063
C 1.8217 -2.9398 3.8195 -0.606
C 3.1307 -3.8058 0.4425 -0.564
H 6.9117 -3.2448 1.9915 0.078
C -2.9423 0.8592 1.8625 -0.339
H 1.1927 2.9392 3.1795 0.068
H 2.8947 3.3372 1.5175 0.095
H 0.8717 -5.9458 3.8855 0.114
O -7.2143 1.4762 -2.2285 0.123
H -1.5203 7.1752 -1.5545 0.091
O 3.7797 -2.9428 -0.4605 0.028
H -2.5553 -3.7938 1.8115 0.067
O -8.8393 3.0862 -2.1865 0.080
C -1.2823 -2.2068 -0.6945 -0.233
O 3.7337 -3.7578 1.5845 0.087
H -2.0973 -5.4678 1.4345 0.115
H -1.2063 3.0042 -0.0265 0.117
C 7.1367 2.8322 -3.0705 -0.018
C 2.6087 -0.9038 4.7075 -0.003
H -5.5433 -0.4528 3.0815 0.054
C 5.2037 1.5482 -2.5845 -0.390
C 1.1387 0.7482 -4.7065 -0.125
C -8.1253 2.1992 -1.6135 -0.541
C 1.7627 2.1342 2.8305 -0.057
C -2.4573 -1.3418 -0.5125 -0.112
C -6.7903 0.4832 -1.3705 -0.323
H -4.6913 0.7642 -1.8775 0.071
H -0.1433 -4.5548 3.2255 0.093
H 2.6567 0.5932 0.5405 0.065
H 1.1397 1.2822 2.6885 0.067
O -4.2793 0.5062 1.9705 -0.047
H 3.5907 -0.6698 5.1865 0.115
C 2.3637 2.4492 1.4645 -0.231
H 0.1767 1.9392 -3.0625 0.076
O -4.1543 -5.0228 1.3295 0.019
H -0.1383 3.7822 -4.2545 0.075
H -3.9123 -0.6228 3.6555 0.128
H -1.0843 2.9392 1.8055 0.084
H 3.0397 0.1502 -1.4985 0.036
C 0.1287 1.7682 -4.1715 -0.246
O -6.0323 -4.1158 0.8595 0.050
H 5.8787 -2.8928 -0.3785 0.129
H 2.5897 2.7692 -1.5885 0.097
C 4.9727 -2.4248 0.0305 -0.090
H 4.7197 -2.1878 2.3265 0.141
H -4.9453 -0.2978 -0.6865 0.046
O 2.1337 -4.3708 0.2195 0.178
O 1.1397 5.1722 -0.1485 -0.069
C 1.5627 3.4932 -5.5225 -0.253
O -8.3203 1.7402 -0.4355 0.117
C 4.8487 -2.9868 1.5365 -0.320
H 4.1747 -0.8938 -2.2895 0.101
O -1.9053 0.1322 2.5245 -0.071
C -1.0433 6.3882 -0.9945 -0.070
H 6.0347 -4.1548 3.1015 0.075
H -0.6303 1.6712 0.9895 0.031
H -2.6683 -1.3288 0.5315 0.049
C -5.2913 0.6492 -1.0275 0.006
O -2.7323 1.9022 1.0225 -0.008
H -7.2863 0.5442 0.7715 0.137
O 4.0387 1.0762 -3.0315 -0.028
C 3.2437 1.3662 0.9215 -0.182
H -0.8573 1.3562 -4.3195 0.096
```


Per-record energy relative to the best compared isomer or geometry (same formula, charge and spin), kcal/mol: 520.45 0.00 84.72 59.88